Record 1
C25H22Br4N5O2RhSi | wB97M-V/def2-TZVPD

The calculation puts the energy above the lowest of the compared OMol25 structures with the same formula, charge and spin at 9.9 kcal/mol. The LUMO energy (alpha / beta) comes out at -1.0 / -1.0 eV. The total charge is 0. The calculation puts the strongest force on any atom at 0.5 eV/Å. The calculation puts the gap between HOMO and LUMO (alpha / beta) at 6.613 / 6.614 eV.

CARTESIAN COORDINATES (ANGSTROEM)
C  -0.51604  -5.63228  4.09044
O  0.23056  -0.23461  1.52168
N  -0.43012  -8.70808  5.76233
H  -1.41094  3.93947  0.68545
Br  -3.16972  -1.43382  5.30617
C  0.08642  -7.40195  2.56601
H  0.34266  4.69686  -3.13394
H  4.19878  -1.80311  0.99138
C  4.25486  2.26230  0.19430
H  5.02285  2.99211  0.41888
C  -0.35628  -7.93765  4.91365
C  -2.03545  -0.40547  0.86898
H  1.76813  4.36802  -2.15130
N  2.35570  0.38954  -0.35954
C  2.97464  2.68651  -0.08761
Br  -5.53525  -1.12758  2.98932
Si  -0.22557  3.11073  -1.31798
H  -2.24192  3.13005  -2.72788
N  0.29076  -2.26088  -0.26056
H  0.61823  -2.43588  1.82585
H  -0.54517  -5.34610  -0.99985
H  0.48660  -6.81014  0.55224
Rh  0.35668  -0.15398  -0.38677
H  0.28649  -8.44808  2.38134
C  -0.06839  -5.14226  1.78979
H  -0.20142  -2.93008  -2.24261
N  0.67620  1.82589  -0.55161
C  0.34438  -2.89246  0.89005
C  -3.72082  -0.87449  2.54991
C  -0.06388  -3.19269  -1.20833
C  -0.42888  -4.71323  3.06174
H  1.22308  3.17880  -3.33430
C  -0.74775  4.38777  -0.05738
H  5.57129  0.56998  0.47057
H  -0.66481  -3.67467  3.25517
C  3.58183  -0.02548  -0.03011
Br  0.02633  -0.97172  4.40664
C  0.88292  3.91235  -2.59948
H  -2.42275  1.96862  -1.40032
H  2.69226  3.72902  -0.05947
H  4.60599  -1.77167  -0.72145
H  -1.45900  1.54903  -2.80352
H  0.11091  4.80534  0.47337
H  -1.28206  5.21467  -0.53153
O  -1.62872  -0.21656  -0.37746
N  0.02668  -4.19393  0.73491
C  -2.73513  -0.98846  3.52641
C  -1.39736  -0.77849  3.17621
C  2.01233  1.70788  -0.36248
Br  -4.63108  -0.46629  -0.16388
C  -0.26066  -6.97919  3.84590
C  -1.72518  2.37127  -2.13504
C  0.18772  -6.48261  1.53806
C  4.57170  0.90413  0.23138
C  3.83990  -1.50186  0.00661
H  -0.79852  -5.30623  5.08176
H  2.93118  -2.05411  -0.22122
C  -3.36699  -0.58755  1.22697
C  -1.05159  -0.45188  1.87790
C  -0.22899  -4.39764  -0.60732



Record 2
C6H15NO | wB97M-V/def2-TZVPD

The calculation puts the energy above the lowest of the compared OMol25 structures with the same formula, charge and spin at 43.5 kcal/mol. Its SMILES is CCN(CC)CCO. The LUMO energy comes out at 1.0 eV. The total charge is 0. The calculation puts the strongest force on any atom at 0.9 eV/Å. The calculation puts the gap between HOMO and LUMO at 9.459 eV.

CARTESIAN COORDINATES (ANGSTROEM)
C  -0.75405  -1.69886  1.82503
H  0.62399  0.19365  -2.05314
H  0.87985  2.17950  0.62220
H  -0.58098  -2.64447  2.34919
H  2.02997  0.25004  -0.52802
C  -1.32858  1.03240  -1.65697
H  0.60980  -2.34295  0.31484
C  -0.25615  -0.04544  -1.44637
H  -1.60687  1.48173  -0.70504
H  -1.82927  -1.53758  1.86154
O  -0.95093  1.97349  -2.67338
H  2.40353  1.76708  1.30012
C  1.39449  1.38415  1.17416
H  -1.04813  -2.06721  -0.25125
H  -0.58018  -0.94889  -1.97547
H  1.86376  -0.68969  0.94464
C  -0.25664  -1.67899  0.37418
C  1.40489  0.10099  0.34958
H  -0.24706  -0.95584  2.43182
H  -0.49077  2.71856  -2.26944
H  0.89302  1.26849  2.13210
N  0.05345  -0.32089  -0.05245
H  -2.22713  0.58073  -2.06789



Record 3
C2HCl3OS | wB97M-V/def2-TZVPD

The calculation puts the energy above the lowest of the compared OMol25 structures with the same formula, charge and spin at 16.5 kcal/mol. The LUMO energy comes out at -1.0 eV. The total charge is 0. The calculation puts the strongest force on any atom at 1.9 eV/Å. The calculation puts the gap between HOMO and LUMO at 9.053 eV.

CARTESIAN COORDINATES (ANGSTROEM)
C  -0.59043  -0.26930  -0.20981
Cl  -2.69455  -0.35702  -1.85750
Cl  -1.47016  2.13470  -1.03542
H  0.34479  0.10512  0.17675
S  -1.35092  -1.55047  0.49203
Cl  -0.03249  0.31693  -2.77558
O  -0.57071  -2.01123  1.62343
C  -1.16179  0.39768  -1.37904



Record 4
CH3NO4S2 | wB97M-V/def2-TZVPD

The calculation puts the energy above the lowest of the compared OMol25 structures with the same formula, charge and spin at 54.1 kcal/mol. The LUMO energy (alpha / beta) comes out at 6.4 / 6.4 eV. The total charge is -2. The calculation puts the strongest force on any atom at 5.3 eV/Å. The calculation puts the gap between HOMO and LUMO (alpha / beta) at 5.748 / 5.745 eV.

CARTESIAN COORDINATES (ANGSTROEM)
S  -1.82367  0.72537  -0.32273
C  1.32043  0.37025  0.09620
O  -3.21500  0.83753  0.30701
O  -0.31395  -1.03247  -1.46833
H  0.66658  1.11294  -0.14932
H  2.23707  0.09608  -0.50847
H  1.65420  0.34503  1.18479
O  -1.19259  2.06762  -0.29224
N  -0.72205  -1.07996  1.16047
O  1.18088  -2.28239  0.04538
S  0.20809  -1.16001  -0.05276